Entry from the Open Molecules 2025 dataset: C35H36IrN3O7S4 as an isolated structure (ωB97M-V/def2-TZVPD).

Geometry as XYZ:
```
86
Properties=species:S:1:pos:R:3:forces:R:3:mulliken_charge:R:1
C 3.355600 2.037600 -0.958600 -0.073 -0.431 -0.043 0.135
C -2.081600 0.517000 2.963600 0.227 -0.179 -0.201 -1.272
N -2.152600 -3.467300 1.572600 0.724 -0.067 0.146 -0.003
O 0.678400 -1.102900 -7.701800 0.149 -0.199 0.443 -0.486
S 4.561400 -1.090900 1.053500 -0.572 0.112 -0.072 -0.386
H 1.027400 -5.260600 -1.832700 -0.098 0.016 -0.124 0.495
H 1.147400 -0.221000 -9.502600 -0.194 0.021 0.198 0.249
S -2.400200 1.537900 0.295600 -0.171 0.637 0.486 0.188
O -0.441600 0.706300 -8.568000 -0.257 0.426 0.178 -0.474
H -2.819100 3.849600 0.797500 0.069 0.008 0.046 0.577
C 1.332800 2.420100 2.030400 -0.241 0.014 -0.588 -0.799
H -5.952500 -4.128500 1.562100 -0.086 -0.035 0.035 0.363
C 4.658900 0.497800 0.367500 -0.586 0.204 -0.137 0.813
C -3.370700 -3.833800 0.973100 -0.103 -0.018 -0.037 -0.499
H -5.163900 -4.194800 -0.974000 -0.068 0.067 0.042 0.546
C 1.266800 -4.475700 -1.130700 0.743 -0.037 0.276 -0.684
H -3.518800 -0.128500 1.485300 -0.124 0.158 0.172 -1.615
C -0.136700 0.287500 -3.030200 -0.367 1.464 -0.240 0.185
C 0.339200 -0.512000 -5.326400 0.003 -0.041 -0.394 -1.064
C 0.265000 -0.471700 -8.894600 0.274 -0.507 -1.172 -0.241
H -6.954900 -2.761100 2.031600 -0.079 0.049 0.002 0.430
N 2.424600 -0.053800 -0.023200 -2.049 -0.953 -0.717 0.299
C -0.706700 3.746800 0.420200 0.261 -0.480 -0.056 -1.173
H -5.167200 -2.550800 -1.654100 -0.096 -0.026 0.092 0.434
H -0.349600 2.420900 3.378300 -0.046 -0.069 0.002 0.428
C -5.155100 -2.187100 1.014000 -0.141 -0.075 0.080 -1.358
C -1.979200 3.187800 1.019000 -0.070 -0.480 -0.206 -0.755
H -1.722400 -4.169600 2.169300 -0.021 0.012 -0.228 0.382
H 2.459100 2.281100 -1.501400 -0.021 0.029 -0.100 0.483
H 2.253500 1.853000 1.899400 0.085 0.088 -0.029 0.174
H -5.526000 -1.281700 0.529900 0.155 0.034 0.003 0.441
C 2.850400 -3.627800 0.494600 -0.145 -0.232 -0.925 -1.409
C 2.374500 -4.669600 -0.255300 -0.003 -0.162 0.159 -0.971
H -0.863500 4.011800 -0.625700 0.046 0.062 0.001 0.394
H 2.891100 -5.615100 -0.262900 0.059 -0.106 0.042 0.434
C 0.446100 1.753000 3.060500 -0.096 -0.299 -0.070 -0.925
C 0.518600 -3.353800 -1.077900 -0.372 1.173 0.551 -0.764
H 1.047700 1.506900 3.936000 -0.013 0.058 0.015 0.653
O -0.044600 -2.766800 1.136000 -1.230 0.944 0.597 -0.489
H -2.419200 -0.365400 3.506100 -0.022 0.026 0.087 0.537
H -0.340600 -3.218700 -1.715100 -0.148 0.000 -0.027 0.735
H -1.367200 2.265100 -4.354100 -0.003 0.056 0.060 0.440
C -6.311300 -3.152200 1.247000 0.093 0.000 0.049 -1.426
C -4.550200 -3.322200 -1.192200 0.261 -0.082 -0.078 -1.215
C -1.318900 -2.612100 0.921700 -0.325 -0.169 0.340 -0.365
C -0.923800 1.552200 -5.031400 0.172 -0.232 0.291 -0.480
H -0.389000 -1.150000 -9.464400 0.090 0.172 0.201 0.250
H -4.739000 -1.911700 1.988400 0.035 0.129 0.010 0.376
H 6.518700 3.152100 -0.481000 0.096 0.108 0.027 0.402
O -3.491100 -0.620000 -0.819400 -0.019 -0.672 -0.096 -0.541
H -2.782800 -4.467000 -1.698100 0.109 -0.118 -0.021 0.284
O -0.336100 1.249900 -2.242200 -0.282 0.465 -0.834 -0.872
N -1.754500 -1.680500 0.120000 1.753 0.958 -0.573 1.685
Ir 0.011800 -0.055900 -0.316900 1.584 -2.823 2.496 2.743
H 0.860300 -1.355500 -4.905600 0.057 -0.108 0.038 0.557
H -3.845100 -4.117800 -3.061800 0.067 -0.064 -0.076 0.579
C 0.783100 -2.349300 -0.011000 1.339 -0.930 -0.900 1.963
C -3.075400 -1.594400 -0.233600 -0.791 -0.004 -0.157 -2.254
H -6.909500 -3.278800 0.350800 -0.086 -0.017 -0.103 0.330
C 2.886800 -1.174200 0.517500 0.309 -0.166 0.597 0.568
H -2.819900 -2.844200 -2.413400 0.079 0.031 -0.084 0.181
H -0.368200 4.630900 0.962600 0.004 0.023 -0.086 0.605
C -3.425500 -3.709900 -2.146000 -0.194 0.012 0.053 -1.168
S 0.700500 2.582100 0.320700 -0.161 0.074 0.369 0.204
C -4.004100 -2.757300 0.130300 -0.543 0.202 -0.197 2.827
H 3.791200 -3.707800 1.020300 0.113 -0.015 -0.039 0.500
H 4.415700 3.754600 -1.605400 0.030 0.066 -0.093 0.448
C 4.469700 2.841200 -1.033400 0.217 0.159 0.053 -0.809
C 3.415500 0.857100 -0.211900 1.402 1.233 0.044 -1.276
H -1.894300 3.105400 2.098700 -0.024 -0.063 0.065 0.308
C 0.215000 -0.330300 -6.679700 -0.427 0.652 0.026 0.929
C -3.060900 0.793600 1.824800 0.179 0.155 -0.617 1.093
H 6.692000 1.012200 0.773400 0.148 0.032 -0.007 0.430
C 5.771000 1.317000 0.301800 -0.076 -0.051 0.010 -0.618
S -0.326200 0.159800 2.543100 0.219 0.371 -1.142 0.207
H -2.059900 1.343600 3.670500 0.092 -0.055 0.039 0.627
C -0.241100 0.461000 -4.500100 -0.118 0.060 0.021 0.175
H 1.586600 3.422000 2.371900 0.130 0.027 0.079 0.713
H -3.850800 1.457700 2.179700 -0.048 -0.141 0.045 0.968
C 2.199900 -2.382200 0.437600 -1.338 0.341 0.087 -0.448
H -1.591900 2.553300 -6.830100 -0.074 0.140 -0.034 0.450
O -3.850100 -4.903100 1.222000 0.059 -0.002 -0.078 -0.570
O 0.158900 -0.836100 -2.555900 0.202 -0.400 1.814 -1.060
C -0.471800 0.771600 -7.213600 0.271 -0.419 0.626 0.931
C 5.662300 2.504200 -0.392500 -0.035 0.064 -0.110 -0.601
C -1.056100 1.722100 -6.405100 0.125 -0.207 -0.405 -1.072
```
Positions in Å, forces in eV/Å.

Its expectation value of S² is 0.784. The charge is +1. For the HOMO energy (spin up / spin down), the calculation gives -9.566 / -9.454 eV. The multiplicity is 2. For the energy, the calculation gives -101852.483 eV. For the orbital gap (spin up / spin down), the calculation gives 5.0 / 5.0 eV.